[1]
253
Properties=species:S:1:pos:R:3:lowdin_charge:R:1 method="wB97M-V/def2-TZVPD" orbital_gap_ev=4.45 spin_multiplicity=1 charge=-1 lumo_ha=0.0131 homo_energy_ev=-4.093
H 0.262 -4.891 -3.087 0.1045
N -0.239 -7.910 -4.699 -0.0406
O 1.825 -6.074 -2.791 -0.2056
C -1.216 -10.274 -1.391 -0.1252
H -4.259 -7.863 2.937 0.1101
C 3.582 2.032 6.898 -0.1149
H -2.649 -4.424 1.174 0.1089
C 2.537 5.307 8.040 -0.1246
C 0.907 -0.511 3.224 -0.1792
H 4.106 -2.660 0.158 0.1200
H -3.220 -3.254 4.029 0.0817
C -3.128 -1.180 -1.371 -0.1853
P -2.241 6.877 -4.396 0.0098
O -0.398 -0.145 2.711 -0.2273
H -2.552 4.947 6.589 0.1056
C -2.724 3.151 5.346 -0.2305
C -0.475 -6.801 -3.874 -0.2417
H 2.938 4.378 8.443 0.0725
H 0.176 5.234 2.925 0.0899
H -4.421 0.030 -6.892 0.0785
H 3.710 -5.423 -2.251 0.0729
H 4.746 -0.464 -3.864 0.0704
H 2.824 6.128 8.696 0.0881
H -2.761 -5.690 3.347 0.1060
O -3.514 -10.062 3.698 -0.2092
H 0.411 4.346 0.485 0.0766
H -0.413 3.817 6.528 0.0594
C 2.750 1.989 -6.780 -0.1027
H 1.675 0.069 2.712 0.1194
H -2.947 -6.002 0.450 0.0976
C -0.336 8.752 5.853 -0.0718
H -3.557 1.569 -1.376 0.0889
H -3.143 -0.667 -4.709 0.1052
H 2.822 1.704 0.154 0.1233
H -4.847 -3.889 3.678 0.0772
H -1.202 -6.207 -4.426 0.1236
N -1.136 3.635 7.209 -0.0394
H 2.071 -2.263 3.238 0.1102
H -3.917 -0.445 3.082 0.1054
C -4.576 2.708 3.900 -0.1148
H -0.205 1.948 2.595 0.0799
C -4.066 3.278 -0.063 -0.1865
H -3.199 3.631 7.431 0.1199
H -1.719 8.413 -0.576 0.0915
C 0.496 4.449 8.835 -0.2104
C 3.378 -2.920 0.927 -0.1855
H -4.748 4.128 -0.075 0.1326
H 3.808 -2.738 1.912 0.1133
O 2.989 -4.284 0.776 -0.1933
H 4.415 2.481 -0.038 0.1150
H -1.719 -2.640 -2.074 0.1186
C -3.353 -4.740 -2.064 -0.1098
P -0.112 1.403 -1.978 -0.0489
H 0.804 -3.243 1.413 0.0859
O 2.893 2.960 6.104 -0.1900
H 2.456 -0.937 0.806 0.1049
H 4.783 -2.047 -4.571 0.0920
O -2.558 -1.026 -6.627 -0.2078
O 1.241 5.205 -1.163 -0.2487
H 0.595 -5.531 0.217 0.0791
C 2.814 -5.054 -2.752 -0.0754
C 0.844 3.052 -5.966 -0.1710
C -0.977 7.621 -0.474 -0.0582
C -4.391 2.533 -3.749 -0.0745
O 0.365 7.519 5.488 -0.2152
H 3.206 5.711 -3.838 0.1009
C 0.774 -8.780 -4.043 -0.1726
H 3.630 -0.129 -1.417 0.1015
C 1.323 4.858 0.178 -0.1218
H 0.910 -9.612 -4.734 0.1115
H -1.101 6.230 4.972 0.1067
H -3.931 2.513 3.043 0.0575
O 3.048 -0.984 -4.956 -0.2304
H -1.972 3.466 4.622 0.1061
H -2.989 -2.291 0.302 0.0900
H -4.637 -0.574 0.640 0.1240
H -2.736 -10.001 1.773 0.1099
H 3.697 -6.149 0.546 0.0907
C -3.481 -1.170 2.395 -0.1809
H 2.955 -4.631 -3.746 0.0864
N -3.428 -7.550 2.455 -0.0512
C -0.482 -5.569 0.055 -0.1158
H -1.613 4.111 9.168 0.1155
C 1.073 -2.317 -5.582 -0.2023
C -4.230 -2.991 3.714 -0.0848
C -2.476 -5.494 1.292 -0.1744
H -0.408 9.386 4.969 0.0788
H 2.721 1.616 4.540 0.0967
O -1.888 5.544 -5.232 -0.3475
H 0.552 5.033 9.754 0.1215
H -3.449 6.391 0.537 0.1231
C 0.681 -5.769 -3.579 -0.1958
H 2.279 1.628 -7.695 0.0924
C -2.434 6.073 0.776 -0.2103
C -3.830 -11.436 3.667 -0.1148
H 3.080 -2.729 -6.044 0.1127
H 0.855 3.434 9.009 0.1263
C -2.800 -2.501 -2.102 -0.1924
H 3.205 4.732 -1.701 0.0915
H -3.758 -0.718 -8.335 0.0760
H 5.060 0.812 3.071 0.0838
C 7.635 0.910 -3.473 -0.1117
H 2.661 1.929 -2.177 0.0252
O 4.483 0.767 1.067 -0.1861
H -1.261 5.514 8.329 0.1158
C -2.514 4.624 1.231 -0.1795
C 2.151 2.372 5.080 -0.2220
H -4.013 2.925 -4.693 0.0998
H -5.460 2.320 -3.773 0.0844
C 0.605 5.572 3.869 -0.1856
H 0.857 -0.308 4.294 0.1210
C -2.234 -8.187 2.880 -0.2263
H -4.706 -11.575 4.301 0.0857
H 4.023 2.095 2.564 0.0646
C 1.738 3.478 4.104 -0.1779
H -3.101 -2.476 -3.149 0.1099
H -1.868 1.368 2.596 0.0752
N 3.570 1.591 -2.460 -0.0320
C 2.155 -1.976 0.674 -0.1834
H -5.508 3.180 3.590 0.0949
H 1.574 6.469 -3.722 0.1113
H -0.678 -4.589 -0.380 0.0905
H -3.178 0.463 0.889 0.0978
H 1.324 3.124 3.160 0.0951
O -4.020 3.504 4.916 -0.1701
H 2.834 6.433 -1.510 0.1188
H -0.763 -11.264 -1.435 0.0884
H -0.927 1.308 4.063 0.0765
O -1.493 6.241 -0.282 -0.2545
H 4.180 1.386 6.254 0.0809
H -3.599 -5.514 -1.337 0.0761
H 3.481 1.239 -6.481 0.0691
H 3.333 2.897 -6.932 0.0910
C 2.477 -1.825 -5.963 -0.1730
C -0.936 4.476 8.395 -0.2302
O -3.450 -3.522 -1.371 -0.1810
Na -0.501 -0.369 0.164 0.2578
H -0.433 7.952 0.411 0.0652
H 5.693 2.180 2.121 0.0893
H 2.961 1.325 7.448 0.0872
O -1.056 -5.779 1.308 -0.1805
C -1.010 -1.457 -4.870 -0.1820
H 8.243 0.525 -2.654 0.0865
H -3.081 0.726 -7.696 0.0818
H -1.315 -8.011 2.322 0.1168
H -4.451 2.639 0.731 0.0924
H 2.155 4.751 -5.987 0.1048
O -3.304 6.210 -3.398 -0.2922
H -4.613 -2.241 4.407 0.0850
O -4.026 3.212 -2.538 -0.2459
O 1.170 5.198 7.833 -0.2028
C 2.198 5.624 -3.433 -0.1455
C -0.867 1.174 2.983 -0.0671
O -0.888 -9.431 -2.426 -0.1927
H -0.755 -1.024 -3.903 0.0834
H -1.568 4.502 1.759 0.0912
H 1.098 -2.784 -4.597 0.1104
O -0.855 1.873 -0.700 -0.4059
C -4.198 2.450 -1.337 -0.2090
N 0.773 4.411 4.717 -0.0382
In -1.296 4.364 -2.558 1.2483
H 0.867 -8.463 -1.908 0.1160
O 1.824 2.047 -5.735 -0.1933
C 1.064 -1.982 2.931 -0.1332
H -4.193 -1.015 -1.532 0.1236
H -3.039 -12.026 4.129 0.0823
C 5.648 2.190 -3.776 -0.2014
H 0.275 -2.474 3.500 0.1244
H -0.928 -9.781 -0.462 0.0835
H 4.960 -0.542 -5.565 0.0865
H 0.450 3.087 -6.981 0.1260
H 1.154 4.744 5.591 0.0778
N 0.950 -2.243 1.427 -0.0266
O 1.023 2.364 -2.294 -0.4067
C 4.435 -1.028 -4.743 -0.0943
H 1.320 1.866 5.572 0.1200
H 4.876 -5.150 1.377 0.0871
C 1.311 4.431 -5.376 -0.1861
H -0.122 2.968 -5.468 0.1090
H -0.644 -6.416 -0.611 0.0839
H 0.178 9.253 6.674 0.0835
H 0.996 -10.128 -2.422 0.1186
H 2.436 -1.350 -6.943 0.1253
C -3.586 -0.547 0.928 -0.1461
H 1.575 5.964 3.562 0.1148
O -2.826 8.086 -5.193 -0.4235
H -0.151 -1.229 -6.724 0.1130
C 0.474 -9.191 -2.617 -0.2310
H -2.023 -7.853 3.896 0.1202
C 4.862 1.483 2.234 -0.0923
C -3.277 -6.081 2.470 -0.1862
C 4.105 -5.140 0.607 -0.1219
N 1.580 4.360 -3.949 -0.0554
H -2.301 -10.379 -1.375 0.0929
C -2.484 3.860 6.641 -0.2020
H 0.940 -5.275 -4.516 0.1008
O 0.448 -0.060 -1.801 -0.4109
H -1.562 -10.256 3.033 0.1158
H -5.159 1.937 -1.369 0.1154
H -1.418 -2.444 -4.651 0.0986
N 0.136 -1.220 -5.756 -0.0161
H -3.983 -4.810 -2.952 0.0928
H 3.004 5.463 7.067 0.0906
H -0.798 -6.944 -2.842 0.0899
H -1.930 0.495 -5.191 0.1004
H 2.620 4.005 3.741 0.1150
H -4.898 1.741 4.286 0.0791
H -2.106 6.733 1.579 0.1037
C -2.245 -0.541 -5.314 -0.1733
N -2.819 -1.341 0.004 -0.0672
O -4.103 -2.443 2.391 -0.2047
H 5.395 1.501 -4.582 0.0923
H 7.421 -0.036 -3.971 0.0789
H 2.157 4.190 0.393 0.0765
H -4.291 -5.681 2.455 0.1113
H 3.858 3.403 -3.471 0.0960
C -3.491 -0.237 -7.394 -0.0980
H -0.225 7.674 -1.261 0.0699
C -0.271 6.726 4.470 -0.1744
H 1.747 -8.291 -4.082 0.1126
H 1.851 -2.115 -0.364 0.1116
O -0.986 7.178 -3.535 -0.3829
N -2.687 3.669 0.114 -0.0377
C 2.449 5.492 -1.902 -0.1536
H 1.719 3.479 -3.476 0.0432
H -0.676 7.336 3.663 0.1079
H -2.554 2.082 5.474 0.1178
C 4.124 0.837 -1.308 -0.1654
H -2.601 -0.337 -1.817 0.1005
H 0.401 5.022 -5.471 0.0883
H 4.632 -5.036 -0.342 0.0678
C 3.895 1.529 0.064 -0.2137
H 4.231 2.442 7.671 0.0855
H -2.069 2.875 0.207 0.0410
H -3.311 4.542 1.969 0.1048
H -3.854 1.588 -3.671 0.0582
O -1.134 1.567 -3.139 -0.3960
H 2.495 -4.319 -2.013 0.0809
H -2.371 -4.973 -2.476 0.0656
H 1.516 5.741 0.787 0.0833
H 8.240 1.577 -4.088 0.0889
H -4.017 -11.696 2.625 0.0856
H -2.464 -1.380 2.724 0.1073
C -2.464 -9.697 2.784 -0.2081
Na 1.723 0.429 -3.811 0.2980
C 4.452 2.706 -2.878 -0.1348
H 6.188 2.969 -4.314 0.1154
H 5.174 0.577 -1.444 0.1066
H 0.830 -3.129 -6.268 0.1200
H -1.129 -8.387 -4.703 0.1064
O 6.548 1.587 -2.915 -0.2117
H -1.355 8.460 6.106 0.0779
H 4.827 3.256 -2.015 0.1019

---

[2]
16
Properties=species:S:1:pos:R:3:lowdin_charge:R:1 method="wB97M-V/def2-TZVPD" orbital_gap_ev=10.14 de_lowest_kcal_mol=39.3 spin_multiplicity=1 lumo_ha=0.0112 homo_energy_ev=-9.841
H 1.001 0.766 0.357 0.0251
H 0.359 1.898 -2.566 0.0673
H -1.435 0.693 -0.007 0.0409
H -0.463 -3.364 -0.521 0.0548
H -0.798 -0.168 2.376 -0.0026
O 2.212 -0.179 1.335 0.0074
H -2.202 1.190 -1.177 0.0237
H -0.085 -1.020 1.388 0.0883
H 2.480 0.066 -0.725 0.1234
O -0.242 -3.121 0.403 -0.0777
O -0.820 -0.288 1.499 -0.0261
C 1.924 0.269 0.287 -0.1716
H -0.393 -2.126 0.390 0.0210
O -1.818 1.531 -0.402 -0.0574
H -0.244 2.069 -1.045 0.0083
O 0.524 1.783 -1.591 -0.1248

---

[3]
66
Properties=species:S:1:pos:R:3:lowdin_charge:R:1 method="wB97M-V/def2-TZVPD" orbital_gap_ev="6.81 / 5.80" de_lowest_kcal_mol=24.1 spin_multiplicity=5 lumo_ha="-0.0108 / -0.0530" homo_energy_ev="-7.103 / -7.240"
H 3.455 3.300 4.489 0.1023
Ir 0.777 -1.282 -0.058 1.1822
C -2.756 -3.465 -0.771 -0.1048
C 2.231 1.177 2.141 -0.7088
H 4.151 1.424 3.034 0.0920
N 0.961 -0.696 -2.324 0.0117
H -0.732 0.436 -2.327 0.0964
C 3.253 -1.504 -5.083 -0.0320
C -2.744 4.234 0.205 -0.0792
C -2.292 3.045 0.753 -0.1073
H -3.702 -2.994 -1.000 0.0660
H -1.856 -1.068 5.399 0.1058
C 4.196 -2.212 -4.389 -0.0694
N 2.582 -2.491 -1.058 0.0142
H 3.375 -1.298 -6.134 0.1128
O 1.629 -3.228 1.431 -0.0966
O -1.522 -1.161 -0.679 -0.4889
C -3.532 -0.879 4.076 -0.0841
C -2.116 4.780 -0.901 -0.0858
C 0.511 2.643 2.977 -0.1119
C 2.102 -1.025 -4.426 -0.1401
H 0.308 2.444 -1.314 0.0975
As -0.418 0.750 0.968 1.2904
H -2.792 2.623 1.618 0.0954
S -1.431 -2.433 -1.427 0.4164
C -0.559 2.953 -0.902 -0.1167
C 4.007 -2.534 -3.040 -0.0055
H 0.510 -3.622 3.067 0.1400
H -3.591 4.739 0.646 0.1041
C -1.732 0.229 2.276 -0.3797
C -1.190 2.396 0.207 -0.3350
C -1.023 4.134 -1.456 -0.0809
H 1.778 -3.121 -1.009 0.0541
C 2.738 2.821 3.838 -0.0885
C 0.680 -2.980 2.171 -0.5660
C -2.203 -0.726 4.434 -0.0725
H -2.599 -3.524 0.298 0.0636
H 1.107 4.067 4.466 0.0986
H -4.229 -1.323 4.773 0.1009
O -0.181 -3.145 -1.120 -0.4045
C 3.137 1.787 3.018 -0.1337
H -4.994 -0.611 2.534 0.1011
C 2.880 -2.117 -2.368 -0.2285
H 1.123 -0.164 -6.144 0.1215
C 0.032 0.181 -4.335 -0.0184
C -3.061 0.050 1.913 -0.1226
H -2.678 -4.435 -1.243 0.0656
H -2.478 5.705 -1.326 0.1027
H 5.082 -2.567 -4.890 0.1067
H 3.361 -2.889 -0.542 0.1139
C 1.419 3.258 3.822 -0.0895
C 1.951 -1.272 -3.037 -0.1485
H -0.263 -0.069 3.796 0.1080
H -0.527 2.960 2.963 0.1010
C 0.900 1.613 2.132 -0.3932
C 0.043 0.000 -2.944 -0.1451
O -0.124 -2.040 2.001 -0.1627
S 2.844 -0.079 1.093 0.5756
H -0.533 4.559 -2.320 0.1031
C -1.311 -0.166 3.541 -0.1132
H -0.788 0.711 -4.791 0.1144
H -3.377 0.298 0.905 0.1049
O -1.638 -2.260 -2.844 -0.2959
C -3.960 -0.485 2.819 -0.0832
H 4.736 -3.145 -2.529 0.1162
C 1.074 -0.307 -5.074 0.0137

---

The following DFT total energy values (in a.u.) correspond, in order, to the records above: -6227.54098; -420.22011; -4742.82530.